w | Below is a 2-piece molecular cluster, C3H3N2O2 overall, with properties calculated with wB97M-V/def2-TZVPD.

Results
LUMO (alpha / beta): -0.229 / -0.229 Eh
charge: +1
spin multiplicity: 1
orbital gap (alpha / beta): 7.87 / 7.87 eV

Each atom is followed by the atoms it is bonded to, with distances in Å.
CARTESIAN COORDINATES (ANGSTROEM)
1 C -0.04022 1.89380 1.36510  N4 1.157, H8 1.072
2 C 0.44607 -0.04005 -0.00554  N4 1.373, N5 1.275
3 C 2.35263 -1.48994 1.81416  O6 1.136, O7 1.162
4 N -0.04031 1.14863 0.47987  C1 1.157, C2 1.373
5 N -0.14640 -0.63479 -0.96567  C2 1.275, H9 1.016, H10 1.052
6 O 3.43920 -1.36550 2.11958  C3 1.136
7 O 1.23828 -1.66521 1.53715  C3 1.162
8 H -0.05692 2.87300 1.80045  C1 1.072
9 H 0.28120 -1.45055 -1.39511  N5 1.016
10 H -1.11636 -0.36335 -1.26935  N5 1.052

---

x | Below is a 2-piece molecular cluster, C3H3N2O2 overall, with properties calculated with wB97M-V/def2-TZVPD.

Results
LUMO (alpha / beta): -0.221 / -0.221 Eh
charge: +1
spin multiplicity: 1
orbital gap (alpha / beta): 7.98 / 7.98 eV

Each atom is followed by the atoms it is bonded to, with distances in Å.
CARTESIAN COORDINATES (ANGSTROEM)
1 C 2.16949 1.77566 0.20216  N4 1.171, H8 1.105
2 C 0.72028 -0.16051 0.27682  N4 1.279, N5 1.232
3 C -2.91248 -0.01578 0.27967  O6 1.109, O7 1.150
4 N 1.62348 0.73997 0.18075  C1 1.171, C2 1.279
5 N 0.55319 -1.23239 -0.30661  C2 1.232, H9 0.972, H10 1.056
6 O -3.91662 0.41835 0.09636  C3 1.109
7 O -1.92687 -0.56132 0.51062  C3 1.150
8 H 2.83888 2.58977 -0.13110  C1 1.105
9 H -0.32687 -1.64538 -0.28394  N5 0.972
10 H 1.17752 -1.90837 -0.82473  N5 1.056

---

The structures above, arranged from the most stable to the least stable: w, x.